Density functional theory data (ωB97M-V/def2-TZVPD) for a molecular structure, C6H15KN2O5 at a distorted geometry.

Net charge: 0
Molecular weight (g/mol): 234.293
E_tot (Eh): -1323.12621
HOMO-LUMO gap (Eh): 0.2803
Energy above the lowest of the compared OMol25 structures with the same formula, charge and spin (kJ/mol): 0.0

Last column: Löwdin charge in e.
Positions of all 29 atoms, in Å:
K: 17.860 7.848 -20.359  0.8743
N: 19.253 6.932 -23.437  -0.6168
O: 19.488 6.917 -24.658  -0.0244
O: 19.690 6.040 -22.687  -0.0680
O: 18.536 7.876 -22.969  -0.1973
C: 14.472 9.976 -20.681  -0.1101
O: 15.717 9.936 -20.052  -0.2338
C: 16.130 11.106 -19.374  -0.2174
C: 17.634 11.234 -19.185  -0.1995
N: 18.138 10.063 -18.461  -0.0938
C: 19.557 10.271 -18.110  -0.1994
C: 20.506 10.020 -19.280  -0.2165
O: 20.414 8.684 -19.806  -0.2780
C: 21.157 8.600 -21.054  -0.0878
H: 14.368 8.990 -21.151  0.0935
H: 14.295 10.721 -21.458  0.0981
H: 13.644 9.929 -19.958  0.0950
H: 15.605 11.177 -18.415  0.1293
H: 15.863 12.000 -19.953  0.1282
H: 17.844 12.137 -18.597  0.1263
H: 18.119 11.372 -20.151  0.1264
H: 17.643 9.963 -17.582  0.1161
H: 19.789 9.598 -17.281  0.1232
H: 19.849 11.265 -17.745  0.1197
H: 21.567 10.091 -19.014  0.1289
H: 20.296 10.725 -20.091  0.1184
H: 20.872 9.112 -21.973  0.0978
H: 20.984 7.531 -21.187  0.0771
H: 22.227 8.759 -20.896  0.0907

=====

Density functional theory data (ωB97M-V/def2-TZVPD) for a molecular structure, C6H15MnNO6 at a distorted geometry.

Net charge: -2
Molecular weight (g/mol): 252.125
<S²>: 8.755
E_tot (Eh): -1894.65246
HOMO-LUMO gap (spin up / spin down) (Eh): 0.2336 / 0.2392
2S+1: 6
Energy above the lowest of the compared OMol25 structures with the same formula, charge and spin (kJ/mol): 153.1

Last column: Löwdin charge in e.
Positions of all 29 atoms, in Å:
Mn: 0.402 -0.012 -0.125  0.8997
C: -2.345 1.533 2.508  -0.1406
C: -0.966 1.026 2.877  -0.4666
O: -0.155 0.587 1.798  -0.3793
H: -2.937 1.780 3.389  0.0414
H: -2.888 0.769 1.952  0.0541
H: -2.433 2.489 1.992  0.0568
H: -1.148 0.359 3.720  0.0692
H: -0.509 1.833 3.450  0.0696
C: -2.830 -0.734 -2.472  -0.1362
C: -2.273 0.305 -1.462  -0.4224
O: -0.855 0.603 -1.791  -0.3951
H: -2.376 -1.689 -2.209  0.0501
H: -2.528 -0.451 -3.480  0.0540
H: -3.840 -1.143 -2.477  0.0330
H: -2.498 -0.062 -0.460  0.0561
H: -2.883 1.207 -1.423  0.0622
C: 3.773 -0.523 0.319  -0.1405
C: 3.452 0.790 -0.331  -0.4730
O: 2.167 0.942 -0.940  -0.3899
H: 4.687 -0.427 0.905  0.0479
H: 3.852 -1.347 -0.390  0.0614
H: 2.942 -0.745 0.988  0.0533
H: 4.218 1.035 -1.066  0.0714
H: 3.441 1.526 0.473  0.0711
N: 1.136 -2.470 -1.448  -0.6009
O: 1.422 -1.642 -2.330  -0.0206
O: 0.932 -1.889 -0.354  -0.1753
O: 1.039 -3.654 -1.612  -0.0110

=====

Density functional theory data (ωB97M-V/def2-TZVPD) for a single C6H15N molecule at a distorted geometry.

Net charge: 0
Molecular weight (g/mol): 101.193
E_tot (Eh): -292.31099
HOMO-LUMO gap (Eh): 0.3868
Energy above the lowest of the compared OMol25 structures with the same formula, charge and spin (kJ/mol): 152.4

Last column: Löwdin charge in e.
Positions of all 22 atoms, in Å:
C: -0.057 -2.551 1.537  -0.0882
C: 0.321 -1.423 0.517  -0.4144
C: -0.721 -0.281 0.705  -0.1827
C: -0.968 0.364 -0.671  -0.2290
C: 0.196 1.217 -1.263  -0.2498
C: -0.198 2.713 -1.298  -0.1144
N: 1.738 -1.021 0.815  0.0287
H: -0.973 -3.113 1.276  0.0744
H: -0.136 -2.242 2.623  0.0837
H: 0.892 -3.123 1.700  0.0701
H: 0.215 -1.691 -0.530  0.1242
H: -0.279 0.531 1.347  0.1253
H: -1.649 -0.590 1.138  0.0907
H: -1.942 1.022 -0.708  0.1291
H: -1.219 -0.338 -1.447  0.0848
H: 0.400 0.893 -2.298  0.1012
H: 1.179 1.016 -0.840  0.0769
H: 0.355 3.188 -2.164  0.0785
H: -1.237 2.899 -1.519  0.0600
H: 0.329 3.299 -0.569  0.0554
H: 2.071 -0.412 0.084  0.0370
H: 1.682 -0.357 1.568  0.0585

=====

Density functional theory data (ωB97M-V/def2-TZVPD) for a single C6H15N molecule at a distorted geometry.

Net charge: 0
Molecular weight (g/mol): 101.193
E_tot (Eh): -292.32465
HOMO-LUMO gap (Eh): 0.3744
Energy above the lowest of the compared OMol25 structures with the same formula, charge and spin (kJ/mol): 116.5

Last column: Löwdin charge in e.
Positions of all 22 atoms, in Å:
C: -2.761 0.591 0.612  -0.1329
C: -1.549 -0.292 0.374  -0.2873
C: -0.325 0.288 1.095  -0.2137
C: 0.652 1.127 0.225  -0.1916
C: 0.943 0.464 -1.138  -0.2310
C: 1.354 -0.984 -0.952  -0.3451
N: 2.440 -1.167 -0.053  -0.0061
H: -3.652 0.114 0.135  0.0764
H: -3.012 0.761 1.710  0.0939
H: -2.615 1.520 0.095  0.0574
H: -1.828 -1.243 0.804  0.0989
H: -1.434 -0.402 -0.716  0.0954
H: -0.657 0.659 2.073  0.1098
H: 0.345 -0.509 1.398  0.0824
H: 1.701 1.128 0.662  0.1127
H: 0.314 2.160 0.128  0.0960
H: 0.109 0.403 -1.852  0.0989
H: 1.781 0.876 -1.768  0.1221
H: 1.608 -1.309 -1.971  0.1030
H: 0.431 -1.613 -0.599  0.1315
H: 3.180 -0.534 -0.140  0.0458
H: 2.974 -2.039 -0.121  0.0835

=====

Density functional theory data (ωB97M-V/def2-TZVPD) for a single C6H15N molecule.

Net charge: 0
Molecular weight (g/mol): 101.193
E_tot (Eh): -292.36280
HOMO-LUMO gap (Eh): 0.3846
Energy above the lowest of the compared OMol25 structures with the same formula, charge and spin (kJ/mol): 16.3

Last column: Löwdin charge in e.
Positions of all 22 atoms, in Å:
C: 1.825 -0.420 -1.276  -0.0699
C: 1.335 0.292 -0.028  -0.4748
C: 0.354 -0.548 0.783  -0.1965
C: -0.857 -1.075 0.037  -0.2184
C: -1.812 -0.015 -0.526  -0.2717
C: -2.466 0.861 0.526  -0.1163
N: 2.496 0.563 0.834  0.0206
H: 1.008 -0.617 -1.973  0.0704
H: 2.262 -1.379 -1.009  0.0837
H: 2.580 0.130 -1.827  0.0709
H: 0.845 1.229 -0.321  0.1293
H: 0.067 0.048 1.646  0.1028
H: 0.888 -1.384 1.234  0.1167
H: -1.449 -1.715 0.691  0.1095
H: -0.560 -1.713 -0.797  0.1001
H: -2.553 -0.515 -1.156  0.1034
H: -1.325 0.630 -1.263  0.0984
H: -1.744 1.458 1.080  0.0635
H: -3.147 1.600 0.098  0.0685
H: -3.062 0.283 1.236  0.0746
H: 3.119 1.207 0.355  0.0676
H: 2.195 1.078 1.658  0.0676

=====

Density functional theory data (ωB97M-V/def2-TZVPD) for 2 unconnected molecules or ions with the total composition C6H15N2 at a distorted geometry.

Net charge: +1
Molecular weight (g/mol): 115.200
E_tot (Eh): -346.85685
HOMO-LUMO gap (Eh): 0.3026
Energy above the lowest of the compared OMol25 structures with the same formula, charge and spin (kJ/mol): 146.3

Last column: Löwdin charge in e.
Positions of all 23 atoms, in Å:
C: -2.151 2.969 -0.704  -0.0041
N: -2.194 0.037 1.542  0.1844
C: -1.881 1.174 0.915  -0.1717
N: -2.471 1.655 -0.133  0.0400
H: -1.946 2.843 -1.765  0.1039
H: -1.256 3.356 -0.223  0.0991
H: -2.972 3.659 -0.545  0.1021
H: -2.908 -0.519 1.087  0.1361
H: -1.394 -0.509 1.838  0.1122
H: -1.127 1.813 1.361  0.1629
H: -3.078 1.066 -0.693  0.1745
C: 1.836 -1.032 -0.541  -0.1877
C: 2.674 -2.004 -0.227  -0.1632
C: 4.004 -2.155 -0.895  -0.0972
C: 0.485 -0.763 0.045  -0.1342
H: 2.164 -0.263 -1.233  0.1064
H: 2.387 -2.777 0.479  0.1083
H: 4.762 -2.545 -0.225  0.0719
H: 3.950 -2.915 -1.675  0.0807
H: 4.360 -1.225 -1.321  0.0740
H: 0.172 -1.555 0.725  0.0723
H: -0.268 -0.687 -0.736  0.0700
H: 0.534 0.193 0.569  0.0592

=====

Density functional theory data (ωB97M-V/def2-TZVPD) for 2 unconnected molecules or ions with the total composition C6H15N2 at a distorted geometry.

Net charge: +1
Molecular weight (g/mol): 115.200
E_tot (Eh): -346.72365
HOMO-LUMO gap (Eh): 0.2119
Energy above the lowest of the compared OMol25 structures with the same formula, charge and spin (kJ/mol): 496.0

Last column: Löwdin charge in e.
Positions of all 23 atoms, in Å:
C: -3.174 0.023 0.292  -0.2092
C: -2.031 0.450 -0.698  -0.1402
C: -0.743 -0.166 -0.528  0.1147
C: 0.253 0.419 0.271  -0.1325
N: 1.370 -0.160 0.546  0.1441
C: 2.405 0.610 1.124  -0.2469
C: 3.731 0.278 0.427  -0.0550
N: -2.719 -0.018 1.645  0.0322
H: -3.934 0.773 0.125  0.1245
H: -3.524 -0.973 0.025  0.1193
H: -1.952 1.534 -0.626  0.1332
H: -2.432 0.233 -1.685  0.1419
H: -0.656 -1.204 -0.852  0.1589
H: 0.120 1.468 0.511  0.1391
H: 0.919 -3.095 -4.754  0.0103
H: 2.201 1.681 1.129  0.1218
H: 2.516 0.278 2.164  0.1535
H: 3.893 -0.792 0.445  0.0809
H: 4.551 0.758 0.954  0.0874
H: 3.734 0.548 -0.625  0.0803
H: 0.511 -2.843 -4.182  -0.0087
H: -3.297 0.224 2.428  0.0927
H: -1.741 -0.025 1.862  0.0576

=====

Density functional theory data (ωB97M-V/def2-TZVPD) for a molecular structure, C6H15N2 at a distorted geometry.

Net charge: +1
Molecular weight (g/mol): 115.200
E_tot (Eh): -346.67229
HOMO-LUMO gap (Eh): 0.1839
Energy above the lowest of the compared OMol25 structures with the same formula, charge and spin (kJ/mol): 630.8

Last column: Löwdin charge in e.
Positions of all 23 atoms, in Å:
C: -1.478 -0.497 1.572  -0.0853
C: -1.617 -0.880 0.101  -0.2546
C: -0.623 -0.269 -0.840  -0.0445
N: 2.911 1.003 0.344  0.1114
C: 1.556 0.975 -0.119  -0.0829
C: 0.946 -0.196 -0.453  -0.1914
C: 1.696 -1.558 -0.510  -0.0215
N: -1.599 2.166 -0.871  0.1624
H: -0.582 -0.900 2.049  0.0797
H: -2.357 -0.838 2.140  0.0931
H: -2.577 -0.487 -0.215  0.1124
H: -1.694 -2.001 0.035  0.1558
H: -1.038 0.932 -0.975  0.0723
H: -0.758 -0.814 -1.809  0.1399
H: 3.043 1.718 0.962  0.0538
H: 3.173 0.106 0.817  0.1191
H: 1.011 1.962 -0.163  0.1381
H: 1.467 -2.306 0.270  0.0986
H: 1.437 -2.042 -1.467  0.0956
H: 2.782 -1.439 -0.533  0.0789
H: -1.377 0.584 1.626  0.0690
H: -2.072 2.469 -1.782  0.1006
H: -2.248 2.312 -0.180  -0.0005

=====

Density functional theory data (ωB97M-V/def2-TZVPD) for a single C6H15N2O2PS molecule at a distorted geometry.

Net charge: 0
Molecular weight (g/mol): 210.239
E_tot (Eh): -1236.99631
HOMO-LUMO gap (Eh): 0.3198
Energy above the lowest of the compared OMol25 structures with the same formula, charge and spin (kJ/mol): 449.7

Last column: Löwdin charge in e.
Positions of all 27 atoms, in Å:
C: -2.230 -0.489 -0.490  -0.1854
C: -1.856 0.794 -1.113  -0.2345
C: -1.057 -1.448 -0.346  -0.1838
C: -0.769 2.798 -0.136  -0.0903
C: 0.433 -1.777 1.621  -0.0918
C: 3.320 -0.481 -0.044  -0.2790
N: -0.885 1.355 -0.223  -0.3436
N: -0.292 -0.856 0.777  -0.2957
O: 1.200 1.594 1.818  -0.5214
O: 1.392 -0.949 -1.884  -0.6360
P: 0.405 0.521 0.398  0.8226
S: 2.084 0.172 -1.242  0.7863
H: -2.393 -0.213 0.529  0.1137
H: -3.074 -0.853 -1.182  0.1544
H: -1.423 0.669 -2.047  0.1029
H: -2.704 1.555 -1.039  0.1481
H: -1.493 -2.355 -0.046  0.1141
H: -0.701 -1.513 -1.298  0.0669
H: -0.090 3.208 -0.901  0.0923
H: -1.812 3.096 -0.291  0.0869
H: -0.341 2.900 0.837  0.0421
H: 0.948 -1.222 2.421  0.0921
H: -0.333 -2.342 2.209  0.1113
H: 1.127 -2.374 1.172  0.0463
H: 3.052 -0.074 0.875  -0.0196
H: 4.360 -0.179 -0.331  0.0652
H: 3.132 -1.539 -0.043  0.0360

=====

Density functional theory data (ωB97M-V/def2-TZVPD) for a gas-phase ion, C6H15N2S (charge +1) at a distorted geometry.

Net charge: +1
Molecular weight (g/mol): 147.267
E_tot (Eh): -744.96126
HOMO-LUMO gap (Eh): 0.3311
Energy above the lowest of the compared OMol25 structures with the same formula, charge and spin (kJ/mol): 290.0

Last column: Löwdin charge in e.
Positions of all 24 atoms, in Å:
C: 1.181 0.642 -1.124  -0.0912
C: -0.140 -1.276 -0.190  -0.1020
C: 0.343 1.702 -0.411  -0.1000
C: -1.467 -0.111 0.215  -0.6224
C: -1.652 0.072 1.708  -0.0867
C: 2.283 -1.457 -0.216  -0.1142
N: 1.126 -0.587 -0.187  -0.2645
N: -1.065 1.271 -0.230  0.0413
S: -3.018 -0.739 -0.730  0.8192
H: 0.857 0.266 -2.123  0.1392
H: 2.223 0.860 -1.243  0.1153
H: -0.268 -2.047 0.494  0.0912
H: -0.302 -1.673 -1.194  0.0996
H: 0.799 1.833 0.536  0.1288
H: 0.524 2.557 -0.920  0.1039
H: -2.620 0.578 1.881  0.0935
H: -0.861 0.781 1.953  0.0783
H: -1.503 -0.889 2.416  0.1618
H: 3.318 -1.012 -0.467  0.1078
H: 2.462 -2.156 0.760  0.1354
H: 2.096 -2.182 -1.066  0.0863
H: -1.358 1.934 0.461  0.1494
H: -1.513 1.563 -1.148  0.1981
H: -3.420 -0.977 0.466  -0.1681

=====

Density functional theory data (ωB97M-V/def2-TZVPD) for a single C6H15N3 molecule at a distorted geometry.

Net charge: 0
Molecular weight (g/mol): 129.207
E_tot (Eh): -401.77167
HOMO-LUMO gap (Eh): 0.3461
Energy above the lowest of the compared OMol25 structures with the same formula, charge and spin (kJ/mol): 303.5

Last column: Löwdin charge in e.
Positions of all 24 atoms, in Å:
C: 0.429 0.366 -0.462  -0.1765
C: 0.587 0.631 2.623  -0.0898
C: -0.597 -0.376 -2.520  -0.1120
C: -0.397 1.955 -2.071  -0.1122
N: 0.946 -0.464 1.758  -0.2648
N: -0.567 0.639 -1.484  -0.2709
C: -0.065 -0.472 0.705  -0.3260
N: 1.155 -1.633 2.526  0.0252
C: -0.985 -1.446 0.616  0.0680
H: 0.288 -2.000 2.928  0.0666
H: 1.542 -2.344 1.912  0.0840
H: 1.315 -0.143 -0.880  0.1359
H: 0.778 1.313 -0.045  0.1086
H: -0.100 1.211 1.842  0.1212
H: -0.080 0.352 3.450  0.0809
H: 1.490 1.132 2.965  0.0775
H: -1.473 -0.222 -3.149  0.0849
H: -0.661 -1.362 -2.070  0.0678
H: 0.301 -0.349 -3.159  0.0869
H: -1.195 2.125 -2.794  0.0815
H: 0.569 2.070 -2.590  0.0876
H: -0.477 2.716 -1.295  0.0822
H: -1.091 -2.215 1.365  0.0435
H: -1.713 -1.482 -0.172  0.0497

=====

Density functional theory data (ωB97M-V/def2-TZVPD) for 2 unconnected molecules or ions with the total composition C6H15N3 at a distorted geometry.

Net charge: 0
Molecular weight (g/mol): 129.207
E_tot (Eh): -401.70811
HOMO-LUMO gap (Eh): 0.3147
Energy above the lowest of the compared OMol25 structures with the same formula, charge and spin (kJ/mol): 470.4

Last column: Löwdin charge in e.
Positions of all 24 atoms, in Å:
C: -0.237 -0.758 -3.234  -0.0152
C: 2.465 0.547 0.912  -0.3104
C: 3.908 0.659 1.434  -0.0918
C: -1.480 0.908 0.907  -0.0541
C: -2.379 -1.331 0.569  -0.0726
C: -1.879 -0.089 -0.189  -0.4471
N: -1.050 -0.509 -2.263  -0.1608
N: 2.163 -0.576 0.446  0.0971
N: -0.759 -0.382 -1.033  -0.0165
H: -0.591 -1.269 -4.110  0.0528
H: 0.848 -0.568 -3.051  0.0836
H: 1.958 1.463 0.675  0.0926
H: 4.213 1.462 0.720  0.0809
H: 4.413 -0.253 1.328  0.0363
H: 3.964 0.871 2.544  0.0810
H: -0.545 0.650 1.177  0.0218
H: -1.564 1.871 0.434  0.0753
H: -2.198 0.931 1.702  0.0697
H: -1.563 -1.991 0.631  0.0482
H: -3.135 -2.053 0.091  0.1002
H: -2.542 -1.040 1.603  0.0590
H: -2.682 0.268 -1.023  0.1552
H: -2.032 -0.506 -2.554  0.1495
H: 1.383 -0.449 -0.127  -0.0345